(1)
# C4H6N2O

C4H6N2O in the gas phase in a non-equilibrium geometry (ωB97M-V/def2-TZVPD, the Open Molecules 2025 dataset).

The total energy is -9272.3428 eV. The value obtained for the largest force on an atom is 1.01 eV/A. The calculation puts the molecular weight at 98.10 g mol⁻¹. Its HOMO-LUMO gap is 8.38 eV. The value obtained for the highest occupied orbital energy is -0.27717 Ha. The relative energy (zero: lowest compared OMol25 entry of this formula, charge and spin) comes out at 26.73 kcal per mole.

Structure (ORCA input):
```
! wB97M-V def2-TZVPD RIJCOSX def2/J DEFGRID3
* xyz 0 1
N -2.2740 -0.5049 0.2146
C -0.9334 -0.0703 0.0758
C -0.3498 1.1580 0.0104
C 1.0778 0.9750 -0.1424
C 1.2726 -0.3660 -0.1811
O 2.3659 -1.1659 -0.2334
N 0.0820 -1.0376 -0.0487
H -2.7361 -0.6507 -0.6805
H -2.8302 0.1536 0.7467
H -0.8577 2.1139 0.0375
H 1.8374 1.7298 -0.2807
H 3.1478 -0.6061 -0.1961
H 0.1977 -1.7286 0.6779
*
```

---

(2)
# C35H41N4O2S2Tl

A molecular structure, C35H41N4O2S2Tl (ωB97M-V/def2-TZVPD, the Open Molecules 2025 dataset).

The total energy is -73377.6323 eV. The value obtained for the largest force on an atom is 0.71 eV/A. The calculation puts the molecular weight at 818.26 g mol⁻¹. Its HOMO-LUMO gap is 4.82 eV. The value obtained for the highest occupied orbital energy is -0.01646 Ha. The relative energy (zero: lowest compared OMol25 entry of this formula, charge and spin) comes out at 19.20 kcal per mole.

Structure (ORCA input):
```
! wB97M-V def2-TZVPD RIJCOSX def2/J DEFGRID3
* xyz -2 1
Tl 0.5093 -0.0539 0.8671
O 1.5632 3.5267 -3.1893
S 0.4701 3.1353 -2.3111
O 0.4947 3.7313 -0.9940
N 0.1595 1.6121 -2.1989
C 0.1927 0.7471 -3.2585
C 0.4828 1.0783 -4.5888
C 0.3896 0.1512 -5.6357
C 0.0049 -1.1400 -5.4131
C -0.2720 -1.5477 -4.0887
C -0.6636 -2.8752 -3.8054
C -0.9437 -3.2462 -2.5279
C -0.8192 -2.2816 -1.5099
N -0.4404 -1.0489 -1.7172
C -0.1704 -0.6379 -2.9955
C -0.9972 3.8548 -3.0710
C -2.1596 3.1256 -3.2526
C -3.2922 3.7515 -3.7633
C -3.2596 5.1015 -4.0807
C -2.0904 5.8325 -3.8904
C -0.9577 5.2096 -3.3887
H 0.7936 2.0890 -4.8068
H 0.6086 0.4798 -6.6465
H -0.0933 -1.8532 -6.2243
H -0.7483 -3.5832 -4.6239
H -1.2505 -4.2548 -2.2838
H -1.0350 -2.5396 -0.4772
H -2.1699 2.0749 -2.9824
H -4.2018 3.1833 -3.9147
H -4.1481 5.5896 -4.4662
H -2.0686 6.8895 -4.1336
H -0.0314 5.7499 -3.2316
C -2.1707 2.0072 0.4860
N -1.6389 1.9565 1.8319
C -1.2230 3.2663 2.2732
C -2.5549 1.3254 2.7568
C -2.7612 -0.1646 2.5140
C -3.9974 -0.6919 2.8959
C -4.2429 -2.0595 2.8236
C -3.2219 -2.8940 2.3848
C -2.0021 -2.3422 1.9924
C -1.7171 -0.9653 2.0085
H -3.0815 2.6357 0.4301
H -2.4203 0.9961 0.1589
H -1.4112 2.4119 -0.1855
H -2.0627 3.9901 2.3035
H -0.4579 3.6494 1.5938
H -0.8004 3.2003 3.2795
H -3.5383 1.8403 2.7553
H -2.1404 1.4504 3.7631
H -4.7811 -0.0313 3.2625
H -5.2080 -2.4639 3.1099
H -3.3825 -3.9687 2.3422
H -1.2120 -3.0330 1.6883
C 0.4155 -0.3960 4.3622
N 1.6165 -0.4291 3.5550
C 2.4252 0.7506 3.7442
C 2.3531 -1.6703 3.7210
C 1.9509 -2.7837 2.7656
C 2.0857 -4.0870 3.2524
C 1.9317 -5.1864 2.4144
C 1.6396 -4.9585 1.0771
C 1.4395 -3.6486 0.6340
C 1.5716 -2.4993 1.4343
H 0.6439 -0.2932 5.4419
H -0.1536 -1.3131 4.2028
H -0.2152 0.4407 4.0489
H 2.8506 0.8171 4.7652
H 1.8164 1.6394 3.5641
H 3.2443 0.7527 3.0232
H 2.2597 -2.0259 4.7628
H 3.4149 -1.4686 3.5525
H 2.3088 -4.2494 4.3064
H 2.0328 -6.1956 2.8001
H 1.5486 -5.7960 0.3896
H 1.1868 -3.5255 -0.4214
C 4.3597 -1.9116 -0.8715
S 4.3970 -0.7271 0.4944
C 5.3748 0.5973 -0.2611
H 5.1190 -2.6833 -0.7432
H 4.5146 -1.3864 -1.8142
H 3.3724 -2.3697 -0.8598
H 4.9838 0.8212 -1.2532
H 6.4343 0.3409 -0.3182
H 5.2471 1.4784 0.3669
*
```

---

(3)
# C8H12N4

2 unconnected molecules or ions with the total composition C8H12N4 in a non-equilibrium geometry (ωB97M-V/def2-TZVPD, the Open Molecules 2025 dataset).

The total energy is -14450.7020 eV. The value obtained for the largest force on an atom is 2.40 eV/A. The calculation puts the molecular weight at 164.21 g mol⁻¹. Its HOMO-LUMO gap is 9.35 eV. The value obtained for the highest occupied orbital energy is -0.31694 Ha. The relative energy (zero: lowest compared OMol25 entry of this formula, charge and spin) comes out at 19.60 kcal per mole.

Structure (ORCA input):
```
! wB97M-V def2-TZVPD RIJCOSX def2/J DEFGRID3
* xyz 0 1
C -3.8358 4.5224 -2.1151
C -3.4316 3.0816 -2.0636
C -3.5052 2.3199 -0.9387
N -2.8137 1.0926 -1.1786
C -2.3910 1.2081 -2.4003
N -2.6859 2.3793 -2.9778
H -2.9389 5.1530 -2.2361
H -4.3296 4.7915 -1.1662
H -4.5299 4.7348 -2.9456
H -4.0384 2.5611 -0.0191
H -1.8953 0.4262 -2.9755
H -2.5261 2.5497 -3.9738
C 2.5858 -4.2758 1.2856
C 3.2611 -3.2102 2.0638
C 4.4377 -3.1343 2.6886
N 4.6071 -1.8381 3.1276
C 3.5501 -1.1612 2.8252
N 2.7327 -1.9423 2.1097
H 2.5067 -4.0866 0.2018
H 1.5703 -4.4129 1.6938
H 3.1555 -5.2076 1.4395
H 5.2372 -3.8719 2.7590
H 3.4641 -0.0842 2.9692
H 1.8131 -1.5951 1.8265
*
```

---

(4)
# CH3BrS

CH3BrS in the gas phase in a non-equilibrium geometry (ωB97M-V/def2-TZVPD, the Open Molecules 2025 dataset).

The total energy is -81961.5861 eV. The value obtained for the largest force on an atom is 3.46 eV/A. The calculation puts the molecular weight at 127.01 g mol⁻¹. Its HOMO-LUMO gap (spin up / spin down) is 7.04 / 7.04 eV. The value obtained for the highest occupied orbital energy (spin up / spin down) is -0.35867 / -0.35869 Ha. The relative energy (zero: lowest compared OMol25 entry of this formula, charge and spin) comes out at 32.12 kcal per mole.

Structure (ORCA input):
```
! wB97M-V def2-TZVPD RIJCOSX def2/J DEFGRID3
* xyz 0 1
C 0.2766 0.1958 0.0136
S 1.5797 1.4280 0.2775
Br 3.7017 -0.2273 -0.2813
H -0.7044 0.3314 0.4138
H 0.4439 -0.6571 0.5372
H 0.0920 -0.1331 -0.9911
*
```

---

(5)
# CH2ClN2O3

2 unconnected molecules or ions with the total composition CH2ClN2O3 in a non-equilibrium geometry (ωB97M-V/def2-TZVPD, the Open Molecules 2025 dataset).

The total energy is -22698.8276 eV. The value obtained for the largest force on an atom is 1.70 eV/A. The calculation puts the molecular weight at 125.49 g mol⁻¹. Its HOMO-LUMO gap (spin up / spin down) is 6.91 / 6.90 eV. The value obtained for the highest occupied orbital energy (spin up / spin down) is -0.49358 / -0.49355 Ha. The relative energy (zero: lowest compared OMol25 entry of this formula, charge and spin) comes out at 61.02 kcal per mole.

Structure (ORCA input):
```
! wB97M-V def2-TZVPD RIJCOSX def2/J DEFGRID3
* xyz 1 1
C -0.0531 -0.2382 0.0018
N 2.5899 0.8466 0.0583
N -1.2993 0.0037 -0.1273
O 2.4600 1.9358 -0.1679
O 2.7900 -0.2345 0.2747
O -2.3423 -0.9220 -0.1997
Cl 0.5702 -1.7765 0.1942
H -1.5941 0.9646 -0.3010
H -3.1215 -0.5796 0.2669
*
```

---

(6)
# C5H7NO

C5H7NO in the gas phase (ωB97M-V/def2-TZVPD, the Open Molecules 2025 dataset).

The total energy is -8833.9406 eV. The value obtained for the largest force on an atom is 0.67 eV/A. The calculation puts the molecular weight at 97.12 g mol⁻¹. Its HOMO-LUMO gap is 10.04 eV. The value obtained for the highest occupied orbital energy is -0.33397 Ha. The relative energy (zero: lowest compared OMol25 entry of this formula, charge and spin) comes out at 52.17 kcal per mole.

Structure (ORCA input):
```
! wB97M-V def2-TZVPD RIJCOSX def2/J DEFGRID3
* xyz 0 1
H 3.1039 -0.4657 -1.2686
N 2.1061 -0.3849 -1.0798
C 1.8919 0.0106 0.1100
C 0.5067 0.0774 0.6397
C -0.2809 -1.1524 0.2614
O -0.4199 -2.3248 0.4471
C -0.6572 0.0847 -0.4002
C -1.9837 0.6966 -0.0060
H 2.6891 0.2476 0.8249
H 0.3444 0.5649 1.6027
H -0.3176 0.2279 -1.4240
H -1.9563 1.7896 -0.0602
H -2.2466 0.4053 1.0159
H -2.7750 0.3212 -0.6628
*
```

---

Question: Which of these has the lowest relative energy (zero: lowest compared OMol25 entry of this formula, charge and spin)?
Answer: C35H41N4O2S2Tl

---

Question: Look up the relative energy (zero: lowest compared OMol25 entry of this formula, charge and spin) of the first one.
Answer: 26.73 kcal per mole